309
Properties=species:S:1:pos:R:3:forces:R:3:lowdin_charge:R:1 method="wB97M-V/def2-TZVPD" e_lumo_ev=-3.01 multiplicity=1 total_charge=+2 energy_ev=-311738.7035
C -7.73002 0.10523 1.25104 1.669 0.194 -0.572 -0.066
C -6.46327 0.04123 0.32779 -0.320 -0.422 1.057 -0.238
C -6.62222 0.99697 -0.81547 -0.817 0.069 -0.758 -0.281
C -5.40591 1.22033 -1.66718 1.840 -0.004 -0.908 -0.239
P -5.49496 0.68252 -3.46176 -0.361 0.838 1.156 1.063
C -6.15304 2.13670 -4.35943 0.741 -0.625 -0.631 -0.261
C -7.61580 2.50917 -4.17748 0.411 -0.230 0.525 -0.260
C -7.99603 3.75562 -4.91794 -1.370 1.060 0.517 -0.255
C -9.49009 4.09308 -4.68267 1.296 -1.842 -0.198 -0.080
C -3.96384 0.10524 -4.20988 0.774 0.831 1.940 -0.264
C -2.77775 1.02131 -4.35975 1.579 2.078 -0.590 -0.222
C -2.13398 1.63205 -3.06058 -0.833 0.649 0.085 -0.232
C -0.61249 1.93097 -3.29113 -1.937 -0.943 -1.879 -0.081
C -6.59229 -0.72623 -3.65679 -0.241 -0.746 0.517 -0.269
C -6.70999 -1.22565 -5.09023 0.409 1.629 -1.584 -0.272
C -7.58622 -2.43005 -5.22161 -0.314 -0.840 -0.049 -0.256
C -8.03783 -2.86264 -6.65400 0.805 0.327 1.029 -0.065
H -8.54443 -0.24901 0.68390 -1.314 -0.215 -0.592 0.053
H -7.89076 1.14645 1.55967 -0.054 -0.293 -0.088 0.085
H -7.67200 -0.51223 2.13357 0.290 -0.179 0.307 0.050
H -6.13069 -0.93954 -0.00878 -0.623 -0.449 -0.067 0.102
H -5.61038 0.34613 0.92210 0.324 0.454 0.162 0.100
H -6.80576 1.93532 -0.33354 -0.576 0.761 0.028 0.107
H -7.46082 0.79615 -1.51956 0.016 -0.105 0.997 0.105
H -4.51622 0.71220 -1.26532 -0.219 -0.006 -0.022 0.071
H -5.15558 2.29932 -1.62086 0.060 -0.532 -0.573 0.106
H -5.84689 1.98183 -5.41271 -0.428 0.154 0.276 0.114
H -5.56699 2.97282 -4.00754 0.495 0.294 0.130 0.091
H -7.82044 2.60912 -3.09267 -0.076 0.053 -0.477 0.125
H -8.25261 1.75015 -4.56899 -0.504 -1.004 -0.075 0.101
H -7.88453 3.69168 -5.97256 0.698 -0.380 -0.969 0.103
H -7.44093 4.61239 -4.55123 0.409 0.162 -0.109 0.113
H -10.12440 3.21411 -4.84498 0.048 0.195 0.096 0.086
H -9.82753 4.88271 -5.27868 -0.437 1.177 -1.027 0.057
H -9.51120 4.39855 -3.68496 -0.749 0.423 1.774 0.053
H -4.32557 -0.32131 -5.08110 -0.332 -0.401 -2.244 0.056
H -3.64892 -0.77588 -3.66280 -0.128 -0.151 0.554 0.069
H -2.94352 1.94277 -5.00699 -0.330 -1.201 0.492 0.132
H -1.95133 0.53112 -4.89802 -0.471 -0.397 0.114 0.115
H -2.28485 0.97438 -2.19168 0.043 0.077 -0.179 0.083
H -2.75614 2.57612 -2.88123 1.097 -0.963 0.191 0.110
H -0.07134 0.98970 -3.36776 0.110 -0.156 0.305 0.072
H -0.13644 2.58056 -2.60076 0.264 0.650 0.659 0.037
H -0.57766 2.31054 -4.33068 0.449 0.364 0.584 0.072
H -7.57620 -0.42745 -3.30748 -0.175 -0.043 0.319 0.089
H -6.21230 -1.58646 -3.03017 -0.302 0.955 -0.359 0.127
H -5.69120 -1.43942 -5.38896 0.026 -0.554 -0.476 0.079
H -7.04609 -0.43501 -5.83003 0.181 -0.406 0.996 0.138
H -8.40060 -2.32690 -4.50710 -0.671 0.186 -0.362 0.112
H -7.02115 -3.21263 -4.75888 0.364 -0.863 0.017 0.072
H -8.52724 -2.03101 -7.13592 -0.165 0.316 -0.316 0.059
H -8.76890 -3.66843 -6.57939 0.235 -0.079 -0.083 0.072
H -7.16291 -3.16783 -7.26683 -0.600 0.090 0.400 0.087
C 8.53086 6.35747 -5.27571 0.919 1.327 1.601 -0.107
C 7.03221 6.37671 -5.30379 -0.441 -0.648 0.607 -0.281
C 6.45566 6.73170 -3.93849 0.721 0.055 -0.203 -0.251
C 4.95504 6.43037 -3.94553 0.552 -1.647 1.505 -0.239
P 4.04603 6.63261 -2.35685 0.817 -0.440 -0.493 1.021
C 2.49371 5.87362 -2.75418 -1.190 0.731 -1.061 -0.281
C 1.28658 5.56079 -1.84516 0.376 1.187 -0.539 -0.201
C -0.03625 5.67365 -2.66180 0.834 0.079 0.187 -0.231
C -1.24915 5.56290 -1.74451 0.692 -1.392 -1.476 -0.088
C 4.79612 5.94854 -0.86567 -0.423 0.414 -0.541 -0.282
C 5.04964 4.48111 -0.69792 0.054 -1.005 -1.309 -0.265
C 5.05920 4.05476 0.77321 1.653 0.839 -1.085 -0.252
C 5.51151 2.59121 0.88272 -1.066 0.918 0.175 -0.087
C 3.93880 8.38536 -1.93324 0.364 -0.376 -0.360 -0.278
C 3.60978 9.31795 -3.06988 0.338 1.290 0.204 -0.268
C 3.82738 10.78255 -2.59963 -0.289 0.751 -1.115 -0.226
C 2.77172 11.71167 -3.34376 1.650 -1.440 0.422 -0.081
H 8.83872 5.64138 -4.49151 0.108 -0.050 -0.658 0.081
H 9.04450 7.31700 -4.94404 -0.991 -0.766 -0.417 0.102
H 8.94792 6.14001 -6.22330 0.511 -0.589 -0.870 0.059
H 6.67425 5.37041 -5.57158 0.145 0.055 0.185 0.111
H 6.56413 6.98928 -6.02406 -0.093 1.040 -1.154 0.101
H 6.63295 7.76577 -3.68702 0.109 0.660 -0.179 0.104
H 7.18155 6.19933 -3.28362 -1.424 -0.216 0.518 0.117
H 4.89939 5.33264 -4.15131 -0.525 0.746 -0.079 0.094
H 4.38496 6.98075 -4.70210 0.249 -0.146 0.022 0.111
H 2.72392 5.01528 -3.38802 0.249 -0.141 0.311 0.043
H 2.14688 6.57902 -3.54068 0.021 -0.099 0.218 0.103
H 1.28103 6.16622 -0.94048 -0.211 0.515 -0.015 0.105
H 1.46269 4.58881 -1.47158 -0.187 -1.463 0.320 0.076
H 0.06381 4.95123 -3.47763 -0.472 -0.124 0.107 0.103
H -0.07884 6.65167 -3.15354 0.212 0.007 0.076 0.112
H -1.08731 6.30627 -1.03568 -0.077 1.007 1.811 0.052
H -1.33278 4.56261 -1.34246 0.106 -0.170 0.582 0.064
H -2.18541 5.75791 -2.21286 -0.654 0.279 -0.696 0.065
H 4.15966 6.40418 -0.11920 -0.479 -0.156 0.593 0.098
H 5.70862 6.47077 -0.75439 1.189 0.784 0.131 0.085
H 6.04202 4.28688 -1.16184 -0.575 -0.108 0.264 0.120
H 4.30790 3.89479 -1.30357 0.564 0.261 0.721 0.094
H 4.06284 4.28406 1.07914 -0.749 -0.244 0.965 0.085
H 5.77764 4.76334 1.25790 -0.626 -0.602 0.131 0.125
H 5.35348 2.23370 1.90906 0.132 -0.214 -0.354 0.070
H 6.56708 2.52803 0.61054 -0.203 -0.278 -0.051 0.084
H 4.84919 2.08150 0.16224 0.579 -0.475 0.362 0.058
H 4.86915 8.72273 -1.43511 -0.402 -0.435 -0.137 0.120
H 3.12158 8.42097 -1.23454 -0.283 0.229 0.715 0.098
H 2.61057 9.16046 -3.44888 -0.519 0.028 0.163 0.106
H 4.23023 9.22636 -3.93281 0.699 -0.606 -0.607 0.096
H 4.88700 11.11141 -2.81617 -1.094 -0.380 0.110 0.124
H 3.73511 10.81260 -1.51518 -0.316 0.298 0.078 0.093
H 2.86062 12.73559 -3.08992 -0.059 0.990 0.784 0.049
H 1.79270 11.31133 -3.09708 -0.220 0.257 -0.355 0.070
H 3.00156 11.72808 -4.41372 -0.397 -0.533 0.012 0.077
C -0.34768 -8.26581 1.73041 2.134 -1.653 0.661 -0.127
C -0.66717 -7.37202 0.62033 -0.232 1.697 -1.341 -0.290
C 0.36962 -7.42383 -0.56400 -0.136 -1.310 1.218 -0.210
C 0.39214 -6.08360 -1.19371 -0.282 1.260 0.978 -0.326
P 1.36332 -5.73355 -2.58562 0.140 -1.450 -2.293 0.969
C 1.33078 -4.01047 -2.91972 -1.201 1.834 0.019 -0.263
C 1.71768 -3.61813 -4.39368 -1.038 -1.362 0.345 -0.224
C 1.49335 -2.14629 -4.55315 -1.563 1.051 -0.594 -0.263
C 1.56203 -1.64090 -6.02432 1.457 0.154 1.201 -0.071
C 3.02257 -6.40705 -2.57257 -0.445 -1.008 0.140 -0.253
C 3.88771 -5.89810 -1.39536 -0.585 -1.375 -0.632 -0.221
C 4.52617 -4.56227 -1.61679 2.107 -0.195 -0.082 -0.264
C 5.66971 -4.77012 -2.64315 2.017 1.420 1.275 -0.092
C 0.48324 -6.52249 -3.99614 1.278 -1.098 0.321 -0.240
C 1.30959 -7.25462 -5.11005 -1.524 2.031 -0.424 -0.210
C 0.41807 -7.47013 -6.38423 1.180 -1.256 0.238 -0.233
C 1.14877 -8.41104 -7.36252 0.330 -0.849 0.144 -0.118
H -1.11054 -8.31418 2.47071 -0.878 -0.291 0.492 0.049
H 0.55610 -7.88733 2.29831 -0.719 -0.530 -0.815 0.098
H -0.12620 -9.28231 1.31473 -0.188 0.551 0.790 0.099
H -0.60820 -6.36739 1.04258 -0.197 0.351 -0.210 0.078
H -1.71798 -7.47857 0.22358 1.036 -0.111 0.237 0.131
H -0.04195 -8.17385 -1.24136 0.529 -0.224 -0.200 0.113
H 1.41338 -7.71213 -0.20975 -1.382 0.150 -0.326 0.143
H 0.78478 -5.39421 -0.44124 -0.338 0.337 0.238 0.108
H -0.61899 -5.76797 -1.47141 0.031 0.197 0.082 0.102
H 1.87549 -3.37993 -2.16369 -0.365 -0.775 -0.712 0.094
H 0.21953 -3.74444 -2.75899 1.541 -0.345 -0.273 0.090
H 1.02328 -4.15742 -5.10688 0.776 0.437 0.722 0.125
H 2.72524 -3.96188 -4.60461 0.347 0.165 -0.184 0.107
H 2.14632 -1.57997 -3.90472 0.326 0.225 0.064 0.080
H 0.46094 -1.99847 -4.15641 0.512 0.259 -0.207 0.113
H 2.55216 -1.94950 -6.36220 -0.088 -0.225 -0.553 0.078
H 1.58129 -0.55868 -6.18444 -0.260 -0.056 0.621 0.059
H 0.78652 -2.03847 -6.63472 -0.540 -0.621 -0.498 0.059
H 3.27642 -6.08567 -3.55429 1.114 0.451 -0.931 0.055
H 2.97652 -7.52782 -2.71284 -0.072 1.079 0.599 0.128
H 4.65405 -6.70562 -1.20238 -0.812 1.063 0.253 0.143
H 3.14152 -5.82318 -0.62395 0.296 -0.233 1.228 0.084
H 4.94591 -4.17795 -0.65133 -0.163 -0.516 -0.786 0.118
H 3.87936 -3.77829 -1.93144 -0.858 0.331 -0.412 0.054
H 5.44461 -5.24888 -3.58436 -0.482 -0.206 -0.133 0.057
H 6.45081 -5.37986 -2.11166 -0.626 0.318 -0.688 0.089
H 6.21903 -3.80511 -2.89917 -0.856 -1.032 0.305 0.091
H -0.11181 -5.75996 -4.42888 -0.845 0.642 -0.332 0.046
H -0.15576 -7.24772 -3.50252 -0.419 -0.099 -0.089 0.093
H 1.67950 -8.18395 -4.71199 0.443 -0.309 -0.157 0.104
H 2.08899 -6.53973 -5.42555 0.225 -0.726 0.138 0.105
H 0.12677 -6.53309 -6.86815 0.281 -0.008 0.198 0.113
H -0.48114 -8.00288 -6.15124 -0.811 0.009 0.574 0.096
H 0.71229 -8.43913 -8.34215 -0.271 0.496 -0.615 0.059
H 1.16006 -9.50608 -7.12617 -0.232 0.931 0.620 0.088
H 2.19644 -8.15746 -7.45648 0.295 0.290 -0.205 0.064
C 3.90226 -1.39894 -0.48401 0.079 0.630 -0.771 -0.085
C 2.44961 -0.94548 -0.43215 -1.222 -0.135 1.801 -0.171
C 1.90275 -0.82769 1.08579 2.068 -1.183 -2.370 -0.099
N 0.63596 -0.12148 1.30904 -1.090 -0.133 1.401 -0.232
C 0.43882 -0.12570 2.83353 0.308 0.973 0.003 -0.087
C 1.35138 0.83055 3.56805 0.055 0.437 -0.752 -0.164
C 1.32171 2.22128 2.95645 -0.511 0.058 -0.377 -0.165
C 1.63459 2.17209 1.46563 1.094 0.763 -0.803 -0.156
C 0.64997 1.27251 0.76944 -0.844 0.098 -0.676 -0.104
C -0.52428 -0.90882 0.80882 0.416 -0.568 -0.358 0.023
H 4.55470 -0.54525 -0.18655 -0.305 -0.776 0.256 0.089
H 4.14946 -1.53008 -1.55959 -0.054 -0.208 0.606 0.076
H 4.06927 -2.30763 0.08180 0.318 0.142 0.030 0.032
H 1.75580 -1.62389 -0.95562 0.370 0.365 -0.173 0.093
H 2.48372 0.03339 -0.86627 -0.625 0.525 -0.529 0.060
H 2.67620 -0.23832 1.56200 0.017 -0.315 0.565 0.105
H 1.84627 -1.87546 1.47383 -0.057 1.126 0.078 0.131
H 0.64590 -1.12240 3.19654 -0.379 -0.359 -0.169 0.106
H -0.57814 0.20773 3.02213 -0.131 -0.320 -0.186 0.105
H 2.35653 0.46126 3.60208 0.600 -0.332 0.194 0.090
H 0.92848 0.87993 4.55139 0.106 -0.075 0.663 0.077
H 2.02896 2.89079 3.43537 -0.033 0.142 0.300 0.109
H 0.29064 2.55666 3.11693 0.228 0.487 -0.093 0.099
H 2.69401 1.85726 1.32390 -0.605 0.033 -0.055 0.107
H 1.58074 3.17432 0.93756 -0.104 -0.947 0.784 0.134
H 0.74146 1.15385 -0.31567 0.433 0.254 0.176 0.127
H -0.33884 1.73411 0.91648 0.057 -0.583 0.201 0.127
H -0.39418 -1.15950 -0.22282 0.488 -0.362 -0.655 0.080
H -1.46181 -0.38938 0.81268 -0.300 0.687 0.681 0.090
H -0.54831 -1.80354 1.42847 -0.226 -0.078 -0.188 0.091
C 5.58204 5.73598 10.77456 0.693 1.589 1.426 -0.096
C 4.79062 5.03109 9.68301 0.130 1.226 0.166 -0.250
C 4.39008 3.66484 10.09161 -0.641 0.321 -1.328 -0.133
N 3.69407 2.83790 8.99833 0.216 -0.576 2.343 -0.266
C 4.62036 2.38531 7.92060 0.765 1.235 0.212 -0.118
C 3.89491 1.50552 6.96832 -0.020 -0.612 -0.909 -0.182
C 3.21781 0.30179 7.63090 -1.221 0.527 -0.573 -0.157
C 2.42924 0.63058 8.91704 -0.277 0.545 -0.481 -0.145
C 3.19553 1.60915 9.77771 -0.284 0.618 0.090 -0.097
C 2.56410 3.58863 8.42597 -1.138 0.281 1.089 0.013
H 5.79846 6.82016 10.52290 -0.281 -1.331 0.031 0.104
H 6.54417 5.32040 11.15691 -0.461 -0.227 -1.143 0.093
H 5.05277 5.78870 11.72911 -0.556 0.047 -0.152 0.075
H 5.38511 5.11433 8.80202 0.427 -0.452 -0.924 0.106
H 3.87421 5.58043 9.47853 0.073 0.435 0.087 0.112
H 3.66638 3.79129 10.87101 -0.385 -0.292 0.566 0.132
H 5.23736 3.15402 10.44660 0.915 -1.188 0.381 0.127
H 5.52857 1.91335 8.37336 -0.839 0.431 -0.204 0.167
H 4.86998 3.33539 7.42605 0.555 -0.446 0.019 0.137
H 4.63945 1.07319 6.28965 -0.118 0.311 -0.110 0.130
H 3.21231 2.12197 6.34305 0.318 -0.612 0.327 0.122
H 3.98104 -0.44138 7.84107 -0.057 -0.239 -0.019 0.121
H 2.51280 -0.05437 6.85346 0.452 -0.404 0.666 0.115
H 2.29213 -0.27441 9.48920 -0.029 -0.293 0.244 0.122
H 1.40175 1.01159 8.73873 0.603 -0.168 -0.217 0.123
H 4.10766 1.14906 10.17241 -0.212 0.139 0.149 0.144
H 2.58037 2.06861 10.57966 0.393 -0.712 -0.301 0.144
H 1.83179 3.98089 9.20970 1.063 -0.921 -0.868 0.161
H 2.09499 2.93711 7.71455 -0.640 0.030 -0.057 0.076
H 2.94957 4.43776 7.91798 0.347 0.700 -0.554 0.096
C -6.33217 -1.90245 5.74052 0.199 0.582 -0.271 -0.081
C -5.91056 -2.59943 4.43998 0.023 0.137 -0.057 -0.213
C -4.52385 -3.26776 4.46087 -0.712 0.810 0.533 -0.099
N -4.38993 -4.58475 5.19782 -0.819 -0.232 -0.004 -0.252
C -5.61121 -5.46492 4.89847 0.067 -0.024 -1.613 -0.064
C -5.66427 -5.98070 3.39305 3.001 1.884 1.518 -0.096
C -4.26529 -6.57039 2.97495 -1.253 0.064 0.381 -0.161
C -3.06664 -5.66848 3.28038 -1.574 0.386 0.141 -0.146
C -3.12699 -5.26041 4.76404 0.800 -1.922 -0.557 -0.120
C -4.30141 -4.39661 6.67458 0.799 -0.799 1.370 0.007
H -7.06763 -1.13214 5.50116 -0.050 -0.085 0.055 0.079
H -5.48377 -1.35911 6.19121 -0.253 -0.306 -0.092 0.085
H -6.79783 -2.55541 6.47972 0.155 -0.121 -0.038 0.066
H -5.80859 -1.85340 3.62235 -0.026 -0.218 0.583 0.121
H -6.70814 -3.27543 4.08590 0.403 0.220 0.066 0.102
H -3.79831 -2.53321 4.85088 -0.088 -0.571 -0.007 0.155
H -4.29517 -3.48285 3.45063 0.492 -0.246 -0.917 0.097
H -6.52594 -4.88755 5.10613 0.610 -0.363 0.359 0.121
H -5.47602 -6.28791 5.57593 -0.283 -0.488 0.273 0.128
H -5.89192 -5.14824 2.71273 -0.115 -0.135 0.268 0.112
H -6.40795 -6.70824 3.31287 -1.243 -1.125 -0.057 0.095
H -4.38669 -6.71135 1.93519 0.284 -0.143 -1.414 0.090
H -4.17193 -7.59410 3.34980 0.240 0.211 0.449 0.122
H -3.03802 -4.81456 2.57767 -0.132 -0.213 0.587 0.099
H -2.15242 -6.18507 3.07152 0.620 -0.371 0.244 0.090
H -2.31848 -4.61542 4.97020 0.812 1.117 0.385 0.098
H -2.90143 -6.18826 5.38796 -0.884 1.135 -0.593 0.165
H -5.27331 -4.16490 7.14307 0.504 -0.100 -0.487 0.110
H -3.56049 -3.63593 6.91089 -0.249 0.455 -0.306 0.112
H -3.82056 -5.30048 7.17238 -1.101 0.718 -0.882 0.131
C 0.77192 -5.09933 5.02960 -0.873 2.028 0.195 -0.619
F 0.22088 -4.07474 5.79785 0.357 -1.496 -0.200 0.061
F 1.87173 -5.51069 5.59860 -0.072 -0.239 -0.036 0.186
F -0.12484 -6.09876 4.94271 0.420 0.392 0.045 0.125
S 1.04546 -4.22956 3.39655 0.876 1.883 1.068 0.612
O 1.55072 -5.20964 2.50828 -0.444 -1.408 -1.292 -0.283
O -0.22384 -3.54306 3.16566 1.335 -0.787 0.089 -0.305
N 2.23764 -3.19629 3.75362 -4.193 -0.366 0.142 -0.303
S 3.70557 -3.47384 3.39079 -0.010 -1.333 -0.555 0.534
O 4.30417 -4.55555 4.09276 0.345 -0.215 0.485 -0.243
O 3.97028 -3.39302 1.98789 0.362 0.470 -0.484 -0.278
C 4.26608 -1.95416 4.17214 1.356 -0.487 2.015 -0.652
F 4.29601 -0.91585 3.37721 -0.450 0.858 -0.343 0.150
F 3.58838 -1.65349 5.33879 0.795 -0.031 -1.491 0.084
F 5.53758 -2.22714 4.51965 0.067 0.537 0.254 0.115
C -3.08647 -3.93785 -0.35468 -1.302 0.669 0.123 -0.689
F -2.14752 -3.85905 0.56151 -0.032 0.839 1.038 0.151
F -2.96166 -5.13312 -0.85082 -0.628 -1.287 -0.521 0.151
F -4.34492 -3.72672 0.17291 1.268 -0.743 0.048 0.094
S -2.84986 -2.70084 -1.65336 2.379 -0.274 -1.473 0.596
O -3.27384 -1.44468 -1.13291 -0.507 0.617 0.440 -0.283
O -1.40420 -2.87290 -1.83949 -1.562 0.289 -0.259 -0.316
N -3.78477 -3.06204 -2.88557 0.048 0.945 1.335 -0.296
S -3.56524 -4.17127 -3.96719 -0.019 -2.205 1.030 0.599
O -4.09745 -3.73885 -5.22062 0.554 0.209 -0.103 -0.263
O -2.29805 -4.86265 -3.80795 -0.708 0.625 -0.681 -0.301
C -4.85225 -5.51526 -3.50936 0.960 -0.159 -0.214 -0.609
F -6.07465 -5.06466 -3.77807 0.158 -0.388 -0.301 0.129
F -4.47947 -6.54500 -4.31141 -0.923 0.538 0.447 0.110
F -4.89134 -5.98467 -2.24642 0.305 0.433 -0.615 0.118
C -1.51951 2.61599 6.79390 0.980 -0.946 0.078 -0.719
F -2.43324 3.50700 6.58339 -0.822 0.978 0.286 0.182
F -0.31895 3.12693 6.53999 1.043 0.781 -0.723 0.115
F -1.43712 2.28436 8.08500 -0.810 -0.392 0.303 0.136
S -1.80813 1.19374 5.67668 -3.016 -0.210 0.283 0.546
O -0.71042 0.31706 5.87455 1.144 -0.494 0.179 -0.276
O -3.13326 0.73218 5.99940 0.656 -0.306 0.863 -0.294
N -1.79722 1.90269 4.29554 0.139 0.631 -2.255 -0.290
S -3.01728 1.92898 3.22355 -0.978 0.899 3.386 0.589
O -2.56670 1.71200 1.90696 0.929 -0.306 -1.638 -0.278
O -4.17234 1.26972 3.73783 -0.447 -0.612 -0.859 -0.291
C -3.58252 3.72018 3.30575 0.280 0.563 0.012 -0.635
F -4.09891 3.91360 4.51426 0.690 0.158 0.284 0.135
F -2.49583 4.49216 3.07156 -0.402 -0.054 0.471 0.104
F -4.54254 4.15804 2.47663 0.437 -0.944 -0.540 0.134
C 5.25064 1.54571 -3.50925 -0.386 -2.384 0.285 -0.734
F 5.78115 2.45831 -2.77466 1.065 1.493 1.220 0.167
F 5.83900 1.50714 -4.66262 0.219 0.461 -1.631 0.190
F 5.49838 0.32003 -2.95426 -0.455 0.637 0.250 0.106
S 3.44170 1.78770 -3.57458 -1.407 -0.059 1.575 0.657
O 2.95435 0.64523 -4.31118 0.012 0.370 1.031 -0.281
O 3.10544 2.01523 -2.11585 0.554 -0.614 -3.519 -0.345
N 3.30515 3.13390 -4.39105 0.545 -0.499 1.273 -0.308
S 2.53568 3.45002 -5.71083 0.771 0.194 -1.796 0.543
O 1.42354 2.66383 -6.10703 -0.709 -0.621 0.657 -0.255
O 2.44029 4.86870 -5.74772 -0.402 1.293 0.103 -0.288
C 3.70161 3.13280 -7.11925 -0.286 -2.337 -0.471 -0.623
F 4.89618 3.66351 -6.94252 0.204 0.252 0.039 0.143
F 3.85894 1.75157 -7.24713 0.014 1.625 0.301 0.074
F 3.17694 3.55205 -8.27727 0.251 0.131 0.727 0.143